C8H8O3 in the gas phase at a distorted geometry, computed with ωB97M-V/def2-TZVPD.

The frontier orbital gap comes out at 9.42 eV. The multiplicity is 1. Its structure (SMILES) is O=C(O)COc1ccccc1. The HOMO energy comes out at -8.703 eV.

Cartesian coordinates (Å):
O -0.642 -0.603 0.624
O -2.006 0.876 -1.076
O -3.708 -0.476 -0.464
C 1.483 -1.220 0.046
C 2.547 1.238 0.083
C 2.747 -1.096 -0.489
C 1.289 1.025 0.658
C -2.690 0.056 -0.143
C -1.769 0.049 1.111
C 0.655 -0.186 0.453
C 3.261 0.124 -0.463
H 3.105 -1.966 -0.981
H 0.715 1.911 0.824
H 2.961 2.253 -0.248
H -2.368 0.564 -1.914
H -1.795 1.117 1.183
H 1.108 -2.239 0.080
H -2.183 -0.365 1.985
H 4.162 0.420 -1.141


2 unconnected molecules or ions with the total composition CH7N2S at a distorted geometry, computed with ωB97M-V/def2-TZVPD.

The frontier orbital gap comes out at 6.00 eV. The multiplicity is 1. Its charge is -1. The HOMO energy comes out at -2.505 eV.

Cartesian coordinates (Å):
S 3.646 0.237 0.968
N -1.003 -1.204 0.323
N -0.331 1.192 -0.129
C -1.366 0.063 -0.195
H 0.207 1.174 0.765
H -1.688 0.010 -1.288
H -0.388 -1.673 -0.276
H -1.910 -1.861 0.138
H 0.509 0.850 -0.767
H 4.544 0.850 0.103
H -2.220 0.362 0.358


A gas-phase ion, C17H20F2N (charge +1) at a distorted geometry, computed with ωB97M-V/def2-TZVPD.

The frontier orbital gap comes out at 9.04 eV. The multiplicity is 1. Its charge is +1. Its structure (SMILES) is CC(C)(C)[NH2+]C(c1ccc(F)cc1)c1ccc(F)cc1. The HOMO energy comes out at -12.419 eV.

Cartesian coordinates (Å):
F -5.072 1.498 -2.199
F 5.181 1.544 -2.288
N 0.117 0.021 0.941
C 2.874 2.039 -2.038
C 0.088 -0.228 -0.583
C -3.806 1.087 -1.879
C 1.265 -1.654 2.362
C 1.390 0.283 -1.220
C 2.409 -0.656 -1.490
C -1.261 -1.695 2.231
C -1.610 1.630 -1.100
C -0.020 -0.792 2.331
C -1.300 0.270 -1.074
C -0.112 0.148 3.522
C -3.555 -0.278 -1.823
C 1.585 1.591 -1.696
C 3.699 -0.256 -1.873
C -2.263 -0.675 -1.461
C -2.864 2.058 -1.546
C 3.894 1.097 -2.133
H -3.084 3.120 -1.621
H 0.309 -1.153 0.604
H 0.013 -1.332 -0.950
H 1.369 -2.323 1.483
H 0.752 2.299 -1.714
H -2.182 -1.100 2.327
H 1.259 -2.296 3.240
H -2.025 -1.736 -1.441
H -1.279 -2.420 3.064
H 2.151 -0.999 2.444
H 0.766 0.838 3.581
H -1.076 0.700 3.564
H -1.283 -2.287 1.300
H -0.082 -0.449 4.438
H 2.236 -1.718 -1.315
H -4.322 -1.010 -2.048
H 4.518 -0.966 -1.914
H -0.873 2.357 -0.736
H 3.080 3.099 -2.188
H -0.888 0.348 0.897


A molecular structure, C3H7N3O at a distorted geometry, computed with ωB97M-V/def2-TZVPD.

The frontier orbital gap comes out at 9.42 eV. The multiplicity is 1. The HOMO energy comes out at -8.613 eV.

Cartesian coordinates (Å):
O 1.007 1.544 -1.349
N -2.018 0.157 1.652
N -1.179 -1.037 -0.501
N -0.332 0.704 1.074
C 1.078 0.405 -0.614
C -0.544 -0.027 0.107
C 2.119 -0.419 -0.530
H -2.540 1.011 1.449
H -2.058 -1.251 -0.048
H -0.690 -1.517 -1.241
H -1.848 0.165 2.658
H 2.076 -1.302 0.091
H 3.041 -0.230 -1.075
H 1.888 1.796 -1.672


A molecular structure, C25H20HfN3O7SSe, computed with ωB97M-V/def2-TZVPD.

The frontier orbital gap comes out at 7.35 eV. The multiplicity is 1. Its charge is -1. The HOMO energy comes out at -5.305 eV.

Cartesian coordinates (Å):
Hf -0.069 1.108 0.195
Se -1.794 3.445 0.631
S 2.095 2.485 0.230
O -3.378 3.185 0.694
O -1.308 4.959 0.822
O -0.156 0.473 -1.852
O -0.972 2.375 1.667
O -0.345 -0.147 1.805
O -0.067 -0.322 4.537
O -1.104 2.720 -0.740
N -2.375 -0.086 -1.631
N -2.047 0.008 -0.287
N 1.779 -0.544 0.091
C -0.327 0.416 -4.607
C -1.631 0.097 -6.601
C 3.839 -2.414 0.335
C -2.400 -0.615 4.738
C 0.729 0.826 4.216
C -2.754 -0.157 -5.822
C -1.296 -0.395 3.944
C 5.447 -0.589 0.718
C 0.149 -2.335 -0.307
C -2.956 -0.308 0.558
C 2.565 -2.804 0.076
C 1.537 -1.837 -0.040
C 3.337 1.274 0.423
C 5.685 0.750 0.822
C -1.448 0.157 -3.826
C -2.665 -0.127 -4.441
C 3.068 -0.125 0.325
C 4.133 -1.042 0.464
C 4.635 1.670 0.672
C -2.724 -0.376 1.987
C -3.675 -0.729 4.180
C -1.323 0.194 -2.345
C -0.419 0.385 -5.991
C -3.829 -0.605 2.820
C -1.430 -0.289 2.540
H -1.704 0.076 -7.681
H 0.457 0.591 -6.594
H -3.947 -0.559 0.184
H 1.158 1.183 5.153
H 2.309 -3.848 -0.037
H -3.703 -0.374 -6.296
H 6.241 -1.318 0.826
H 0.605 0.649 -4.112
H 6.686 1.115 1.018
H -4.812 -0.669 2.369
H -4.533 -0.893 4.819
H 4.637 -3.140 0.438
H 0.130 1.614 3.761
H -0.304 -1.806 -1.142
H 0.176 -3.398 -0.541
H -3.530 -0.314 -3.819
H -2.250 -0.685 5.808
H 4.835 2.731 0.750
H 1.529 0.547 3.529
H -0.480 -2.182 0.568


A molecular structure, C4H7NO2, computed with ωB97M-V/def2-TZVPD.

The frontier orbital gap comes out at 8.93 eV. The multiplicity is 1. The HOMO energy comes out at -8.853 eV.

Cartesian coordinates (Å):
O 0.098 -1.419 0.972
O -1.278 0.738 0.631
N 0.614 1.248 1.896
C -0.036 0.688 1.032
C -0.211 -1.110 -0.218
C -1.488 -0.269 -0.359
C 0.986 0.294 -0.716
H 1.036 -0.184 -1.706
H 1.591 1.043 2.041
H 1.945 0.125 -0.224
H -0.082 -1.860 -1.021
H -1.636 0.201 -1.335
H 0.825 1.358 -0.927
H -2.364 -0.853 -0.066


A molecular structure, C45H45AsN3O2S5SbTi at a distorted geometry, computed with ωB97M-V/def2-TZVPD.

The frontier orbital gap (spin up / spin down) comes out at 5.31 / 6.00 eV. The multiplicity is 2. Its charge is -1. The expectation value of S² is 0.754. The HOMO energy (spin up / spin down) comes out at -3.328 / -4.013 eV.

Cartesian coordinates (Å):
Sb 3.814 2.449 2.706
As -1.531 1.569 1.768
Ti 1.429 1.989 0.750
S 1.423 2.017 3.065
S 0.596 3.808 -3.372
S 4.401 4.561 3.317
S 3.733 2.072 0.325
S 4.891 0.716 3.725
O -1.384 -2.546 -1.042
O -0.415 1.521 0.563
N 1.298 2.239 -1.414
N -0.049 -4.349 -1.098
N 1.531 -0.347 0.917
C -2.508 3.230 1.611
C -1.207 1.103 3.632
C -4.536 -1.787 0.364
C 1.135 4.983 1.678
C 1.454 1.508 -2.548
C 1.907 -2.278 2.282
C 0.586 5.816 -0.916
C 1.106 4.012 0.683
C 0.925 6.328 1.396
C -3.664 -0.429 2.141
C -0.499 0.316 6.182
C 1.031 -6.364 -0.149
C 1.098 2.179 -3.737
C 2.080 -0.428 -3.839
C -2.881 -0.129 -0.117
C 1.202 -5.031 -0.876
C -1.182 2.040 4.656
C 1.475 -2.746 -4.489
C -0.538 -0.620 5.162
C 2.609 -1.849 -3.970
C -4.141 5.404 1.079
C -0.836 1.637 5.934
C 0.491 -2.451 0.369
C 2.143 -0.958 1.946
C -4.257 4.727 2.284
C -0.901 -0.229 3.887
C -4.507 -1.432 1.705
C 0.645 6.742 0.099
C 1.205 1.550 -4.960
C -2.822 0.210 1.231
C 1.067 -3.054 1.496
C 1.973 0.212 -2.616
C -2.398 3.908 0.399
C 0.832 4.462 -0.636
C -0.386 -3.117 -0.621
C 0.717 -1.091 0.172
C 3.798 -1.880 -4.941
C -0.937 -4.910 -2.105
C -3.734 -1.124 -0.553
C -3.459 3.631 2.550
C 1.676 0.249 -4.994
C -3.209 4.994 0.133
C 0.902 3.474 -1.658
C 3.086 -2.406 -2.627
C -2.177 -5.537 -1.479
H -0.797 2.363 6.733
H -5.186 -2.587 0.040
H -3.752 -1.409 -1.594
H 1.870 -4.387 -0.304
H -0.375 -5.645 -2.687
H -3.633 -0.142 3.188
H -3.128 5.517 -0.808
H 3.517 -1.557 -5.940
H 2.854 -0.378 2.528
H 0.490 -6.226 0.783
H -1.373 3.086 4.441
H -2.709 -4.784 -0.904
H 1.673 -5.217 -1.848
H 1.346 4.705 2.709
H -5.139 -1.951 2.413
H 4.198 -2.891 -5.013
H 0.608 -2.661 -3.836
H 0.497 7.793 -0.113
H 2.319 -0.231 -1.694
H 2.394 -2.686 3.153
H 3.496 -3.406 -2.764
H 1.797 -3.788 -4.511
H -2.216 0.383 -0.810
H 4.586 -1.220 -4.582
H 2.007 -6.787 0.073
H 0.944 2.060 -5.875
H 0.854 -4.080 1.753
H 0.382 6.117 -1.936
H -4.984 5.052 3.016
H -0.267 -1.649 5.354
H -0.928 -0.939 3.060
H 1.756 -0.239 -5.953
H 0.993 7.057 2.190
H 0.227 -0.601 -0.664
H 2.256 -2.464 -1.926
H -1.254 -4.104 -2.775
H -1.904 -6.359 -0.822
H -3.563 3.074 3.477
H -1.659 3.564 -0.322
H 3.861 -1.772 -2.203
H -4.790 6.242 0.873
H -2.839 -5.911 -2.258
H 0.478 -7.070 -0.764
H 1.170 -2.462 -5.493
H -0.179 0.025 7.171